[1]
# C4H8N2

A cluster of 2 separate species, C4H8N2 in total at a distorted geometry (wB97M-V/def2-TZVPD, OMol25).

For the orbital gap (spin up / spin down), the calculation gives 8.52 / 8.49 eV. As for the net charge: 0. The highest occupied orbital energy (spin up / spin down) comes out at -9.74 / -9.68 eV.

Each line ends with the Löwdin charge.
CARTESIAN COORDINATES (ANGSTROEM)
C: 1.83 -0.02 0.43  -0.127
N: 0.40 -0.30 0.53  -0.131
C: -0.40 0.43 -0.42  -0.260
C: -2.44 -1.52 -0.22  0.154
C: -0.30 1.91 -0.31  -0.198
N: -0.18 3.05 -0.17  0.143
H: 2.20 -0.37 -0.54  0.083
H: 2.36 -0.58 1.20  0.081
H: 2.08 1.05 0.53  0.077
H: 0.08 -0.10 1.47  0.115
H: -0.11 0.15 -1.44  0.129
H: -1.47 0.16 -0.29  0.039
H: -2.04 -1.98 -1.16  -0.048
H: -1.83 -2.02 0.56  -0.055



[2]
# C4H8N2

The molecule C4H8N2 at a distorted geometry (wB97M-V/def2-TZVPD, OMol25).

For the orbital gap, the calculation gives 8.02 eV. As for the net charge: 0. The highest occupied orbital energy comes out at -7.57 eV.

Each line ends with the Löwdin charge.
CARTESIAN COORDINATES (ANGSTROEM)
C: -1.76 -1.06 0.01  -0.093
C: -1.06 0.31 -0.06  -0.478
C: -1.90 1.37 0.06  0.059
C: 0.25 0.61 -0.03  -0.134
H: -1.72 -1.55 -1.02  0.091
H: -2.80 -1.03 0.26  0.056
H: -1.29 -1.78 0.68  0.054
H: 1.00 -1.29 -0.05  0.172
H: -1.12 2.19 -0.08  -0.018
H: 0.71 1.67 -0.04  0.159
H: 2.97 0.68 -0.68  0.087
H: 2.85 0.10 1.04  0.123
N: 1.24 -0.26 -0.09  -0.085
N: 2.62 0.02 0.01  0.009



[3]
# C4H8N2

A cluster of 2 separate species, C4H8N2 in total at a distorted geometry (wB97M-V/def2-TZVPD, OMol25).

For the orbital gap (spin up / spin down), the calculation gives 8.00 / 7.72 eV. As for the net charge: 0. The highest occupied orbital energy (spin up / spin down) comes out at -7.30 / -7.21 eV.

Each line ends with the Löwdin charge.
CARTESIAN COORDINATES (ANGSTROEM)
C: 0.91 1.96 -0.35  -0.111
C: -0.91 0.37 0.39  -0.245
C: 0.13 -1.51 -0.58  -0.126
C: -0.48 -0.98 0.71  -0.249
N: 1.78 1.55 -1.05  0.013
N: -1.95 0.95 0.67  0.095
H: 0.68 2.74 0.44  0.074
H: -0.48 -1.19 -1.36  0.048
H: 0.03 -2.56 -0.57  0.047
H: 1.22 -1.33 -0.86  0.097
H: 0.31 -1.06 1.43  0.106
H: -1.28 -1.58 1.02  0.093
H: 2.74 2.08 -1.11  0.105
H: -2.71 0.57 1.21  0.054



[4]
# C4H8N2

A cluster of 2 separate species, C4H8N2 in total at a distorted geometry (wB97M-V/def2-TZVPD, OMol25).

Its SMILES is C=CC.N#CN. For the orbital gap, the calculation gives 9.76 eV. As for the net charge: 0. The highest occupied orbital energy comes out at -9.26 eV.

Each line ends with the Löwdin charge.
CARTESIAN COORDINATES (ANGSTROEM)
C: -0.65 -2.56 0.48  -0.020
C: -0.18 -1.36 0.24  -0.269
C: -0.14 -0.67 -1.07  -0.124
H: -1.03 -3.19 -0.32  0.050
H: -0.68 -2.98 1.47  0.045
H: 0.08 -0.68 1.09  0.044
H: -0.77 -1.15 -1.81  0.073
H: 0.88 -0.63 -1.45  0.069
H: -0.44 0.40 -0.89  0.057
N: 0.21 1.25 1.76  0.146
C: 0.32 1.99 0.88  -0.382
N: 0.57 2.97 0.02  0.098
H: 1.10 2.72 -0.80  0.105
H: 0.74 3.89 0.40  0.109



[5]
# C4H8N2

The molecule C4H8N2 at a distorted geometry (wB97M-V/def2-TZVPD, OMol25).

Its SMILES is C/C=N\N1CC1. For the orbital gap, the calculation gives 9.67 eV. As for the net charge: 0. The highest occupied orbital energy comes out at -9.00 eV.

Each line ends with the Löwdin charge.
CARTESIAN COORDINATES (ANGSTROEM)
C: 1.44 -0.57 -0.18  -0.119
C: 1.03 0.74 0.14  -0.377
N: 0.08 1.56 -0.04  0.017
N: -1.25 1.02 0.04  -0.110
C: -1.55 -0.19 -0.75  -0.112
C: -1.20 -0.42 0.74  -0.099
H: 2.26 -0.69 0.53  0.069
H: 0.68 -1.38 -0.16  0.079
H: 2.31 -0.19 -1.10  0.197
H: 1.92 1.46 0.24  0.127
H: -0.92 -0.46 -1.35  -0.011
H: -2.64 -0.02 -1.00  0.135
H: -0.18 -0.49 1.25  0.086
H: -1.98 -0.36 1.63  0.120



[6]
# C4H8N2

The molecule C4H8N2 at a distorted geometry (wB97M-V/def2-TZVPD, OMol25).

Its SMILES is CC(C)(N)C#N. For the orbital gap, the calculation gives 11.17 eV. As for the net charge: 0. The highest occupied orbital energy comes out at -10.31 eV.

Each line ends with the Löwdin charge.
CARTESIAN COORDINATES (ANGSTROEM)
C: 1.38 0.26 0.36  -0.032
C: -0.12 0.06 0.08  -0.635
C: -0.37 -1.06 -0.93  -0.049
N: -0.67 1.29 -0.49  0.061
C: -0.77 -0.29 1.38  -0.183
N: -1.24 -0.51 2.41  0.149
H: 1.57 0.53 1.40  0.083
H: 1.75 1.07 -0.28  0.084
H: 1.95 -0.64 0.13  0.083
H: 0.13 -0.79 -1.86  0.091
H: -1.44 -1.19 -1.12  0.086
H: 0.03 -2.01 -0.56  0.089
H: -1.67 1.20 -0.65  0.085
H: -0.53 2.08 0.13  0.088